A) 11
Properties=species:S:1:pos:R:3:nbo_charge:R:1 method="wB97M-V/def2-TZVPD" smiles=OC[C@H]1CO1 total_charge=0 lumo_ev=1.1 gap_ev=11.292
O -0.0756 -1.4751 1.1290 -0.714
C -0.5715 -0.1656 1.0392 -0.085
C -0.3981 0.4093 -0.3656 0.025
C 0.9302 0.5704 -0.9497 -0.111
O 0.0918 -0.5182 -1.3311 -0.502
H -0.0121 -1.8066 0.2201 0.484
H -1.6341 -0.1217 1.3183 0.164
H -0.0195 0.4534 1.7572 0.176
H -1.2092 1.0352 -0.7366 0.189
H 1.8016 0.3062 -0.3513 0.189
H 1.0966 1.3127 -1.7293 0.186

***

B) 11
Properties=species:S:1:pos:R:3:nbo_charge:R:1 method="wB97M-V/def2-TZVPD" smiles="CC(=O)CO" total_charge=0 lumo_ev=0.9 gap_ev=11.196
C -1.5238 -0.0913 -0.1408 -0.724
C -0.1545 0.2830 0.3689 0.574
O 0.0015 0.9935 1.3425 -0.559
C 1.0720 -0.2695 -0.3383 -0.165
O 2.2401 0.2685 0.1939 -0.709
H -1.9535 -0.8564 0.5151 0.247
H -1.4996 -0.4807 -1.1627 0.222
H -2.1727 0.7871 -0.0930 0.247
H 0.9930 -0.0562 -1.4157 0.189
H 1.0469 -1.3683 -0.2331 0.189
H 1.9505 0.7903 0.9631 0.489

***

C) 11
Properties=species:S:1:pos:R:3:nbo_charge:R:1 method="wB97M-V/def2-TZVPD" smiles=O[C@@H]1C[C@@H]1O total_charge=0 lumo_ev=0.8 gap_ev=10.128
C -0.3125 0.5455 -0.5366 0.032
C 0.4156 -0.7561 -0.5452 -0.497
C -0.7102 -0.4993 0.4183 0.085
H 1.1644 1.7633 -0.4799 0.479
H -0.8217 0.7949 -1.4709 0.185
H 0.2214 -1.5258 -1.3324 0.221
H 1.4428 -0.8083 -0.0269 0.223
H -1.6278 -1.1168 0.2000 0.195
H 0.2519 0.3955 1.8728 0.490
O 0.4095 1.5302 0.1147 -0.711
O -0.4335 -0.3232 1.7861 -0.701

***

Relative energies, hartree: A) 0.0503; B) 0.0000; C) 0.0569.

***

A) 11
Properties=species:S:1:pos:R:3:nbo_charge:R:1 method="wB97M-V/def2-TZVPD" smiles="C=COCO" total_charge=0 lumo_ev=0.8 gap_ev=10.108
O -2.1722 0.7778 0.7399 -0.690
C -1.0143 0.2333 0.2398 0.230
C 1.3078 -0.9874 -0.4710 -0.522
C 1.2556 0.1540 0.2207 0.140
O 0.1937 0.6069 0.9508 -0.525
H -2.4000 1.5470 0.2076 0.477
H -1.0988 -0.8471 0.3240 0.147
H -0.8253 0.5566 -0.7897 0.145
H 2.1237 -1.1407 -1.1647 0.213
H 0.5654 -1.7782 -0.4056 0.202
H 2.0644 0.8777 0.1481 0.183

***

B) 11
Properties=species:S:1:pos:R:3:nbo_charge:R:1 method="wB97M-V/def2-TZVPD" total_charge=0 lumo_ev="-0.7 / -0.5" gap_ev="8.331 / 9.266"
C 1.3765 -0.5684 -0.4109 -0.146
C 0.3450 0.1495 0.2344 0.374
C -0.9549 0.7403 -0.2286 -0.137
O 1.6128 0.7126 0.0993 -0.454
O -1.9914 -0.1336 0.1135 -0.716
H 1.9637 -1.3484 -0.0438 0.203
H 1.3388 -0.6269 -1.5728 0.167
H -0.2429 -0.7674 2.1732 -0.175
H -0.6876 0.5969 -1.3536 0.199
H -1.1443 1.7862 0.0078 0.202
H -1.6158 -0.5408 0.9815 0.482

***

Relative energies, hartree: A) 0.0000; B) 0.1667.

***

A) 11
Properties=species:S:1:pos:R:3:nbo_charge:R:1 method="wB97M-V/def2-TZVPD" total_charge=0 lumo_ev=0.9 gap_ev=10.859
O 0.4799 1.4446 1.0445 -0.692
C 0.3574 0.1355 0.5864 0.063
C -1.0053 -0.4702 0.2286 -0.090
O -0.3760 -1.2373 -0.8076 -0.523
C 0.7170 -0.3124 -0.8474 -0.092
H -0.0346 2.0246 0.4679 0.465
H 0.8900 -0.5060 1.2915 0.182
H -1.5551 -1.0827 0.9501 0.188
H -1.6878 0.2901 -0.1912 0.154
H 1.6935 -0.7847 -1.0057 0.186
H 0.5577 0.4632 -1.6107 0.160

***

B) 11
Properties=species:S:1:pos:R:3:nbo_charge:R:1 method="wB97M-V/def2-TZVPD" smiles="COC(C)=O" total_charge=0 lumo_ev=0.6 gap_ev=10.865
C -0.2359 -0.6771 -1.2914 -0.737
C 0.5499 -0.1396 -0.1829 0.767
C -1.4445 0.6272 0.8285 -0.243
H -1.2023 -1.4637 -0.8877 0.240
H -0.4791 0.1549 -1.8875 0.245
H 0.3589 -1.0934 -2.0483 0.255
H -1.5672 1.2288 1.6144 0.193
H -2.1324 1.0112 -0.1958 0.162
H -2.0008 -0.2581 1.0851 0.174
O 1.7932 -0.3644 -0.0576 -0.570
O -0.0675 0.5591 0.8320 -0.486

***

Relative energies, hartree: A) 0.0000; B) 0.0243.

***

A) 11
Properties=species:S:1:pos:R:3:nbo_charge:R:1 method="wB97M-V/def2-TZVPD" total_charge=0 lumo_ev=-3.5 gap_ev=4.862
O 1.7111 1.5403 -0.5107 -1.076
C -1.5812 0.3507 0.5423 0.307
O -2.6075 0.3050 1.1551 -0.427
C -0.8941 -0.8265 0.0184 0.116
C 0.4855 -0.7913 -0.2395 -0.748
H -1.0830 1.2951 0.3046 0.167
H 0.7807 0.3010 -0.4498 0.402
H -1.3529 -1.7947 -0.0803 0.220
H 0.8867 -1.4214 -1.0312 0.256
H 1.1052 -0.9460 0.6383 0.330
H 2.5494 1.9877 -0.3471 0.454

***

B) 11
Properties=species:S:1:pos:R:3:nbo_charge:R:1 method="wB97M-V/def2-TZVPD" total_charge=0 lumo_ev=0.5 gap_ev=9.248
O -1.6550 -0.4211 -0.3598 -0.704
C -0.8657 0.6996 -0.0420 -0.093
C 0.5613 0.3393 0.3295 -0.045
C 0.9623 -0.8982 1.0438 -0.205
O 1.0769 -0.5257 -0.7383 -0.623
H -1.2009 -0.8938 -1.0724 0.474
H -0.8456 1.4325 -0.8665 0.169
H -1.3309 1.1835 0.8225 0.193
H 1.1780 1.2348 0.4732 0.180
H 0.0782 -1.5584 1.0030 0.134
H 2.0412 -0.5926 -0.5929 0.522

***

Relative energies, hartree: A) 0.0598; B) 0.0000.

***

A) 11
Properties=species:S:1:pos:R:3:nbo_charge:R:1 method="wB97M-V/def2-TZVPD" smiles="C=CO.C=O" total_charge=0 lumo_ev=0.5 gap_ev=10.192
O 1.9549 -0.6184 3.7796 -0.489
C 1.9817 0.2858 3.0008 0.269
H 1.1451 0.3985 2.2663 0.110
H 2.9070 0.9589 2.9280 0.110
C -2.0943 -0.3326 -1.4848 -0.457
C -0.8202 -0.3086 -1.4930 0.118
O -0.2889 0.1812 -2.7087 -0.718
H -2.6120 -0.6472 -0.6853 0.197
H -2.5991 -0.0491 -2.3350 0.212
H 0.0238 -0.6692 -0.8141 0.182
H 0.4022 0.8007 -2.4537 0.466

***

B) 11
Properties=species:S:1:pos:R:3:nbo_charge:R:1 method="wB97M-V/def2-TZVPD" smiles="CC=C(O)O" total_charge=0 lumo_ev=0.6 gap_ev=8.664
C 0.0776 0.5779 0.1861 -0.536
C -1.4190 0.5616 0.0445 -0.627
C 0.8543 -0.5518 0.0444 0.640
O 0.3716 -1.7835 -0.1764 -0.650
O 2.1209 -0.3014 -0.2624 -0.687
H 1.1261 -2.3281 -0.4558 0.494
H 0.4713 1.3444 0.8495 0.216
H 1.8300 0.7824 -0.2509 0.520
H -1.9054 0.0563 0.8857 0.205
H -1.8038 1.5839 0.0119 0.214
H -1.7235 0.0584 -0.8768 0.212

***

Relative energies, hartree: A) 0.0204; B) 0.0000.

***

A) 11
Properties=species:S:1:pos:R:3:nbo_charge:R:1 method="wB97M-V/def2-TZVPD" total_charge=0 lumo_ev=0.8 gap_ev=10.122
C -2.5232 0.3560 -0.1002 -0.219
C -1.8773 -0.7195 0.0161 -0.323
C 1.2960 0.0029 0.4870 -0.284
O 0.5080 -1.9959 -0.1123 -0.567
O 0.7310 -0.6748 -0.6186 -0.304
H -3.2073 1.0738 -0.3979 0.230
H -0.2369 -0.3261 -0.7197 0.533
H -1.1082 -1.4193 0.3697 0.297
H 1.4500 -0.6443 1.3034 0.236
H 0.5575 0.6541 0.9402 0.196
H 2.2407 0.5245 0.3187 0.205

***

B) 11
Properties=species:S:1:pos:R:3:nbo_charge:R:1 method="wB97M-V/def2-TZVPD" total_charge=0 lumo_ev=0.4 gap_ev=10.503
C 0.5825 -0.1166 0.1633 0.024
C -0.1682 0.2516 -1.1236 -0.111
C -0.6212 0.4137 0.7713 -0.079
H 1.6450 -1.5997 -0.4375 0.450
H 1.4546 0.5526 0.3868 0.164
H 0.6675 0.5984 -1.6034 0.194
H -0.9386 -0.5248 -1.5261 0.194
H -0.4258 0.9857 1.6953 0.185
H -1.3907 -0.4608 0.9905 0.168
O 1.0368 -1.4581 0.5962 -0.675
O -1.0081 1.1026 -0.3926 -0.515

***

Relative energies, hartree: A) 0.1362; B) 0.0000.

***

A) 16
Properties=species:S:1:pos:R:3:nbo_charge:R:1 method="wB97M-V/def2-TZVPD" total_charge=0 lumo_ev=0.7 gap_ev=8.366
C 0.5735 -0.6075 -1.6803 -0.415
C 0.5902 0.8846 -1.6345 -0.215
C -0.6937 0.7894 1.6921 -0.130
C -0.9118 -0.7460 1.6300 -0.246
C -0.6627 -1.3765 0.4081 -0.203
C 0.5719 -0.8453 -0.2650 -0.106
H -0.0755 -1.0153 -2.4245 0.221
H 1.4971 -0.9276 -2.1751 0.190
H 1.5513 0.9892 -2.1489 0.190
H -0.1048 1.5630 -2.1937 0.208
H -1.5331 1.3359 2.1935 0.208
H -1.4993 -1.4453 2.1950 0.226
H -0.9726 -2.4330 0.1421 0.209
H 1.4613 -1.4051 -0.0230 0.193
N 0.4978 0.6638 -0.1698 -0.184
N -0.0877 1.4429 0.6744 -0.147

***

B) 16
Properties=species:S:1:pos:R:3:nbo_charge:R:1 method="wB97M-V/def2-TZVPD" smiles="C1=C[C@H]2CN2C=NC1" total_charge=0 lumo_ev=0.8 gap_ev=10.090
C -0.2614 -0.2663 1.6788 -0.308
C -0.4583 -1.4039 0.7841 -0.155
C -0.2065 -1.4210 -0.4752 -0.224
C 0.7358 -0.4426 -0.8813 -0.160
C 0.4901 0.5116 -1.8053 -0.239
C -0.3114 1.2951 0.1119 0.240
H -0.6448 -0.4901 2.6651 0.207
H 0.9713 -0.1701 1.7194 0.181
H -1.2044 -2.0378 1.3823 0.210
H -0.4697 -2.3198 -1.2001 0.236
H 1.7377 -0.8538 -0.8813 0.214
H 1.5534 0.8275 -2.3925 0.221
H -0.5849 0.7055 -2.0981 0.233
H -1.0819 2.0510 -0.4274 0.175
N 0.9289 0.9278 -0.4874 -0.405
N -0.9584 0.8793 1.1667 -0.426

***

Relative energies, hartree: A) 0.0000; B) 0.0179.

***

A) 16
Properties=species:S:1:pos:R:3:nbo_charge:R:1 method="wB97M-V/def2-TZVPD" total_charge=0 lumo_ev=0.8 gap_ev=8.674
C -1.3072 -1.1552 -0.4575 -0.425
N -0.9096 0.2016 -0.0528 -0.530
C 0.6441 0.6236 -0.1752 0.150
C -0.9463 0.6337 1.6857 0.089
C 0.9523 1.6977 -0.9286 -0.411
N 0.1432 1.0424 1.9863 -0.503
C 1.5335 -0.4738 -0.0434 -0.076
C 2.2635 -1.4157 0.1193 -0.174
H -1.4412 0.8967 -0.5747 0.393
H -1.8758 0.2854 2.1168 0.177
H -0.7788 -1.8689 0.1709 0.223
H -1.0380 -1.3333 -1.5014 0.210
H -2.3859 -1.2778 -0.3457 0.214
H 0.2607 2.5188 -1.0538 0.204
H 1.9691 1.8515 -1.2528 0.222
H 2.9164 -2.2269 0.3068 0.237

***

B) 16
Properties=species:S:1:pos:R:3:nbo_charge:R:1 method="wB97M-V/def2-TZVPD" total_charge=0 lumo_ev=0.7 gap_ev=9.219
C -2.1502 -0.2534 0.0745 -0.170
C 0.9673 0.0735 -1.0509 -0.089
C 1.7343 -0.6808 0.2669 -0.387
C 0.2926 -0.5419 0.7370 -0.128
C -0.2212 0.9433 0.6269 -0.252
C 0.3676 1.3630 -0.4805 -0.219
H -1.9069 -0.5655 1.0892 0.170
H -3.1251 0.0613 -0.0995 0.187
H 1.2113 -0.0064 -2.0303 0.205
H 1.8063 -1.8261 -0.1578 0.246
H 2.5317 -0.0865 0.6751 0.225
H -0.3347 -1.1881 1.5409 0.210
H -0.3815 1.6056 1.5198 0.233
H 0.6098 2.3810 -0.9943 0.234
N -1.3222 -0.3985 -1.0338 -0.208
N -0.0791 -0.8806 -0.6833 -0.257

***

Relative energies, hartree: A) 0.0000; B) 0.0365.